A:
The following is a quantum chemistry calculation of a 13-piece molecular cluster, H26O13 overall, from OMol25.

Values from the calculation:
- Kohn-Sham gap: 0.2885 Ha
- HOMO: -7.908 eV
- 2S+1: 1

CARTESIAN COORDINATES (ANGSTROEM)
H (-0.600, -0.980, -1.765)
H (-0.120, -0.273, -0.508)
H (3.530, -0.778, -2.740)
H (3.169, -0.299, -1.344)
H (1.242, -2.844, -2.352)
H (0.083, -3.776, -2.667)
H (-1.939, -0.373, 3.799)
H (-2.186, 0.655, 2.707)
H (-1.769, 0.598, 1.119)
H (-2.895, -0.284, 0.607)
H (0.020, 2.228, -0.910)
H (-0.527, 3.646, -0.931)
H (-2.498, 1.184, -0.594)
H (-3.181, 2.471, -0.162)
H (2.719, -2.454, 2.191)
H (2.120, -3.763, 1.705)
H (-3.137, -0.905, -2.584)
H (-4.469, -0.911, -3.316)
H (2.159, 2.380, -0.484)
H (3.654, 2.652, -0.442)
H (1.663, 3.538, 0.627)
H (0.315, 3.367, 1.308)
H (0.391, -1.879, 1.400)
H (-0.775, -2.691, 1.939)
H (1.613, 0.328, 0.820)
H (1.821, 1.748, 1.320)
O (-0.313, -1.149, -0.860)
O (3.593, -0.011, -2.160)
O (0.309, -2.989, -2.158)
O (-1.733, -0.179, 2.878)
O (-2.085, -0.312, 1.128)
O (-0.801, 2.725, -1.003)
O (-2.396, 1.936, 0.000)
O (2.238, -2.841, 1.450)
O (-4.086, -0.977, -2.434)
O (3.013, 1.933, -0.490)
O (0.759, 3.249, 0.460)
O (0.188, -2.679, 1.898)
O (1.264, 0.972, 1.447)

B:
The following is a quantum chemistry calculation of a 13-piece molecular cluster, H26O13 overall, from OMol25.

Values from the calculation:
- Kohn-Sham gap: 0.3617 Ha
- HOMO: -9.989 eV
- 2S+1: 1

CARTESIAN COORDINATES (ANGSTROEM)
H (1.341, -0.468, 1.415)
H (0.635, 0.563, 0.550)
H (-0.736, -2.951, 0.833)
H (-0.023, -4.089, 1.545)
H (-2.928, -1.613, 1.781)
H (-2.929, -2.844, 2.673)
H (-2.665, 2.345, -0.927)
H (-3.755, 1.350, -1.291)
H (0.564, 0.297, -2.498)
H (0.100, -0.021, -3.910)
H (-1.682, 0.579, 0.561)
H (-1.885, 2.056, 0.857)
H (3.008, 1.295, 2.353)
H (2.918, 1.331, 3.870)
H (2.983, -1.364, -0.017)
H (1.860, -1.764, -0.959)
H (3.377, 0.852, -3.087)
H (2.910, 2.282, -3.305)
H (-1.041, 2.887, 2.989)
H (-1.648, 1.499, 3.108)
H (1.275, 2.277, 0.562)
H (1.959, 3.614, 0.791)
H (-2.347, -0.769, -2.227)
H (-0.923, -0.448, -1.801)
H (0.200, -2.903, -2.712)
H (-0.145, -2.736, -1.241)
O (0.493, -0.279, 0.997)
O (-0.349, -3.820, 0.679)
O (-3.275, -1.946, 2.616)
O (-2.845, 1.399, -0.976)
O (0.334, -0.440, -3.074)
O (-1.220, 1.425, 0.558)
O (2.605, 0.841, 3.102)
O (2.798, -1.544, -0.945)
O (2.591, 1.373, -3.288)
O (-1.417, 2.275, 3.631)
O (1.403, 3.143, 0.160)
O (-1.840, -0.355, -1.519)
O (0.299, -3.332, -1.855)

C:
The following is a quantum chemistry calculation of H26O13 as an isolated structure, from OMol25.

Values from the calculation:
- Kohn-Sham gap: 0.3048 Ha
- HOMO: -8.665 eV
- 2S+1: 1

CARTESIAN COORDINATES (ANGSTROEM)
H (-0.058, 0.594, -0.411)
H (0.727, 0.686, 0.960)
H (3.131, 1.258, -3.461)
H (2.989, 0.146, -2.475)
H (1.129, -0.926, 2.056)
H (2.446, -0.628, 2.757)
H (4.387, 1.355, 1.159)
H (4.054, 2.706, 0.630)
H (2.053, 0.063, -0.083)
H (1.520, -1.108, -0.965)
H (1.115, -3.873, -0.452)
H (-0.023, -2.976, -0.891)
H (-2.204, -1.477, 0.170)
H (-3.612, -1.412, 0.491)
H (-2.897, 0.748, -2.172)
H (-1.805, -0.416, -2.364)
H (-2.282, 2.447, 1.082)
H (-0.855, 2.237, 0.332)
H (-1.071, 0.669, 3.674)
H (-1.983, -0.232, 2.934)
H (-0.428, -4.399, 2.101)
H (0.557, -3.237, 1.987)
H (0.505, 1.796, -3.457)
H (-0.312, 2.936, -2.816)
H (-3.088, 1.176, 0.533)
H (-4.109, 1.528, -0.417)
O (0.523, 1.128, 0.059)
O (3.187, 1.103, -2.535)
O (1.920, -1.365, 2.393)
O (4.146, 2.260, 1.444)
O (1.442, -0.114, -0.757)
O (0.638, -3.511, -1.293)
O (-3.067, -1.698, -0.186)
O (-2.284, 0.099, -1.715)
O (-1.320, 2.569, 1.194)
O (-1.416, 0.612, 2.808)
O (0.167, -3.903, 1.487)
O (-0.207, 2.427, -3.571)
O (-3.617, 0.731, -0.230)

It comes down to B, which is 104.3 kcal/mol more stable than the next structure.

A:
The following is a quantum chemistry calculation of one molecule with the formula C4H4N2O2, from OMol25.

Values from the calculation:
- Kohn-Sham gap: 0.3482 Ha
- HOMO: -9.542 eV
- 2S+1: 1
- Structure (SMILES): [H]/N=C(\N)OC(=O)C#C

CARTESIAN COORDINATES (ANGSTROEM)
H (-1.705, 2.284, -1.752)
N (-0.699, 2.107, -1.462)
C (-0.695, 0.757, -0.962)
N (-1.884, 0.090, -0.446)
O (0.566, 0.353, -0.309)
C (0.608, -0.680, 0.562)
O (-0.275, -1.551, 0.801)
C (1.779, -0.889, 1.377)
C (3.022, -0.842, 1.483)
H (-1.992, -1.039, -0.377)
H (-2.834, 0.383, -0.615)
H (4.108, -0.973, 1.700)

B:
The following is a quantum chemistry calculation of one molecule with the formula C4H4N2O2, from OMol25.

Values from the calculation:
- Kohn-Sham gap: 0.3113 Ha
- HOMO: -8.957 eV
- 2S+1: 1
- Structure (SMILES): O/N=c1/cncco1

CARTESIAN COORDINATES (ANGSTROEM)
O (2.699, 0.334, 1.142)
N (2.083, -0.421, 0.046)
C (0.833, -0.460, -0.016)
C (0.056, -1.218, -0.886)
N (-1.109, -0.781, -1.206)
C (-1.690, 0.269, -0.540)
C (-1.151, 0.923, 0.479)
O (0.091, 0.368, 0.779)
H (1.833, 0.617, 1.601)
H (0.393, -2.037, -1.530)
H (-2.731, 0.580, -0.856)
H (-1.308, 1.826, 0.987)

It comes down to B, which is 17.1 kcal/mol more stable than the next structure.

A:
The following is a quantum chemistry calculation of one molecule with the formula C4H4N2O2, from OMol25.

Values from the calculation:
- Kohn-Sham gap: 0.3410 Ha
- HOMO: -9.292 eV
- 2S+1: 1
- Structure (SMILES): Oc1ccc(O)nn1

CARTESIAN COORDINATES (ANGSTROEM)
O (-2.694, -0.561, 0.090)
C (-1.337, -0.371, -0.117)
C (-0.725, 0.866, -0.002)
C (0.737, 0.933, -0.214)
C (1.381, -0.248, -0.122)
O (2.796, -0.300, 0.144)
N (0.781, -1.487, -0.128)
N (-0.545, -1.473, -0.082)
H (-3.363, 0.233, 0.088)
H (-1.336, 1.777, 0.203)
H (1.178, 1.894, -0.090)
H (3.128, -1.263, 0.229)

B:
The following is a quantum chemistry calculation of a 2-piece molecular cluster, C4H4N2O2 overall, from OMol25.

Values from the calculation:
- Kohn-Sham gap (spin up / spin down): 0.3046 / 0.3046 Ha
- HOMO (spin up / spin down): -8.408 / -8.408 eV
- 2S+1: 1

CARTESIAN COORDINATES (ANGSTROEM)
C (-1.833, -0.199, -0.274)
C (-1.310, -0.790, 0.888)
C (-0.883, 0.712, -0.658)
C (2.579, -0.107, -0.263)
N (-0.143, -0.271, 1.200)
N (0.101, 0.644, 0.270)
O (2.066, -1.101, -0.526)
O (1.225, 1.303, 0.246)
H (-2.756, -0.425, -0.763)
H (-1.731, -1.574, 1.484)
H (-0.832, 1.407, -1.469)
H (3.518, 0.400, -0.137)

It comes down to A, which is 46.2 kcal/mol more stable than the next structure.

A:
The following is a quantum chemistry calculation of a 3-piece molecular cluster, C4H4N2O2 overall, from OMol25.

Values from the calculation:
- Kohn-Sham gap: 0.3097 Ha
- HOMO: -10.598 eV
- 2S+1: 1

CARTESIAN COORDINATES (ANGSTROEM)
C (-1.742, 0.141, -0.015)
C (-0.277, 0.149, -0.469)
C (1.807, -0.674, -0.244)
C (1.831, 0.787, -0.225)
H (-1.624, -1.603, 0.840)
H (-2.493, 1.041, -0.498)
H (-1.557, 0.406, 1.446)
H (2.517, 1.552, 0.326)
N (0.362, -0.939, -0.338)
N (0.652, 1.334, -0.308)
O (-2.425, -0.972, -0.380)
O (2.949, -1.223, -0.133)

B:
The following is a quantum chemistry calculation of C4H4N2O2 as an isolated structure, from OMol25.

Values from the calculation:
- Kohn-Sham gap: 0.3372 Ha
- HOMO: -10.112 eV
- 2S+1: 1

CARTESIAN COORDINATES (ANGSTROEM)
C (-0.587, 1.568, 0.220)
C (-0.161, 0.453, -0.698)
C (1.049, -0.918, -0.145)
C (-0.290, -0.989, -0.122)
H (-1.288, 2.708, -0.800)
H (0.854, 1.940, 0.994)
H (-1.641, 0.773, 1.183)
H (-0.677, 0.896, -1.745)
N (1.619, -1.945, 0.409)
N (-0.794, -2.045, 0.526)
O (1.343, 0.281, -0.577)
O (0.572, -2.723, 0.755)

It comes down to A, which is 115.5 kcal/mol more stable than the next structure.

A:
The following is a quantum chemistry calculation of a 2-piece molecular cluster, C3H11N2O overall, from OMol25.

Values from the calculation:
- Kohn-Sham gap: 0.3510 Ha
- HOMO: -13.503 eV
- Charge: +1
- 2S+1: 1

CARTESIAN COORDINATES (ANGSTROEM)
C (-2.726, 1.494, -1.427)
C (-2.072, 0.815, -0.245)
N (0.719, -0.667, -1.991)
C (-0.312, -0.532, -1.196)
N (-0.635, 0.579, -0.566)
H (-2.825, 0.858, -2.312)
H (-2.154, 2.350, -1.790)
H (-3.749, 1.827, -1.256)
H (-2.558, -0.116, 0.026)
H (-2.068, 1.487, 0.608)
H (1.417, 0.047, -1.966)
H (0.978, -1.528, -2.451)
H (-0.973, -1.348, -0.933)
H (0.052, 1.302, -0.396)
H (4.081, -0.556, 4.502)
H (3.480, -1.986, 4.682)
O (4.281, -1.484, 4.502)

B:
The following is a quantum chemistry calculation of a 2-piece molecular cluster, C3H11N2O overall, from OMol25.

Values from the calculation:
- Kohn-Sham gap: 0.3368 Ha
- HOMO: -12.443 eV
- Charge: +1
- 2S+1: 1

CARTESIAN COORDINATES (ANGSTROEM)
C (-0.460, 0.188, 1.886)
C (0.240, -0.147, 0.583)
C (1.360, -0.860, 0.383)
N (2.295, -1.009, 1.385)
N (-0.466, 0.420, -0.596)
H (-1.473, 0.464, 1.624)
H (0.082, 0.882, 2.533)
H (-0.481, -0.761, 2.428)
H (1.425, -1.612, -0.399)
H (2.140, -0.375, 2.153)
H (3.226, -1.067, 0.997)
H (0.074, 0.518, -1.465)
H (-0.895, 1.319, -0.397)
H (-1.175, -0.216, -0.991)
H (-1.533, 1.043, -3.937)
H (-2.547, 0.301, -3.170)
O (-1.811, 0.912, -3.019)

It comes down to A, which is 21.9 kcal/mol more stable than the next structure.

A:
The following is a quantum chemistry calculation of a 2-piece molecular cluster, C3H11N2O overall, from OMol25.

Values from the calculation:
- Kohn-Sham gap: 0.3952 Ha
- HOMO: -14.512 eV
- Charge: +1
- 2S+1: 1

CARTESIAN COORDINATES (ANGSTROEM)
C (-1.220, -1.281, 0.525)
C (0.872, 0.180, 0.784)
C (0.033, -0.762, -0.019)
N (0.503, -1.083, -1.172)
N (1.966, 0.679, -0.033)
O (-1.434, 1.643, -0.411)
H (-1.220, -1.260, 1.612)
H (-1.449, -2.280, 0.160)
H (-2.022, -0.611, 0.200)
H (1.270, -0.393, 1.629)
H (0.219, 0.956, 1.207)
H (0.058, -1.741, -1.800)
H (1.404, -0.643, -1.404)
H (-1.739, 1.725, -1.320)
H (2.780, 0.893, 0.529)
H (1.699, 1.530, -0.518)
H (-1.722, 2.447, 0.031)

B:
The following is a quantum chemistry calculation of a 2-piece molecular cluster, C3H11N2O overall, from OMol25.

Values from the calculation:
- Kohn-Sham gap: 0.3442 Ha
- HOMO: -12.628 eV
- Charge: +1
- 2S+1: 1

CARTESIAN COORDINATES (ANGSTROEM)
C (0.459, 1.231, 1.270)
C (0.224, -0.055, 0.539)
C (0.448, -1.280, 1.028)
N (0.873, -1.562, 2.299)
N (-0.516, 0.046, -0.744)
H (0.753, 1.993, 0.535)
H (1.265, 1.133, 1.989)
H (-0.432, 1.597, 1.793)
H (0.290, -2.148, 0.394)
H (0.734, -0.851, 2.999)
H (0.568, -2.469, 2.615)
H (-1.484, -0.290, -0.707)
H (-0.066, -0.386, -1.557)
H (-0.563, 1.045, -0.947)
H (-1.496, 0.235, -3.911)
H (-0.226, 0.998, -4.155)
O (-0.832, 0.761, -3.441)

C:
The following is a quantum chemistry calculation of a 2-piece molecular cluster, C3H11N2O overall, from OMol25.

Values from the calculation:
- Kohn-Sham gap: 0.3391 Ha
- HOMO: -12.404 eV
- Charge: +1
- 2S+1: 1

CARTESIAN COORDINATES (ANGSTROEM)
C (0.734, -1.005, 1.802)
C (0.488, -0.122, 0.613)
C (0.270, 1.201, 0.580)
N (-0.210, 2.075, 1.489)
N (0.644, -0.780, -0.720)
H (0.083, -0.647, 2.584)
H (1.763, -0.914, 2.143)
H (0.597, -2.072, 1.634)
H (0.594, 1.762, -0.304)
H (-0.471, 1.823, 2.425)
H (-0.556, 2.944, 1.126)
H (0.782, -1.763, -0.518)
H (1.492, -0.535, -1.259)
H (-0.130, -0.671, -1.375)
H (-2.088, -1.425, -3.603)
H (-1.326, -0.207, -3.460)
O (-1.575, -0.971, -2.913)

D:
The following is a quantum chemistry calculation of a 2-piece molecular cluster, C3H11N2O overall, from OMol25.

Values from the calculation:
- Kohn-Sham gap: 0.4067 Ha
- HOMO: -15.024 eV
- Charge: +1
- 2S+1: 1

CARTESIAN COORDINATES (ANGSTROEM)
C (-0.618, -1.813, -1.042)
C (0.839, -1.208, -0.831)
N (1.015, -0.553, 0.536)
C (0.456, 0.521, 1.040)
N (0.407, 0.880, 2.358)
H (-0.792, -2.606, -0.286)
H (-0.608, -2.335, -1.973)
H (-1.398, -1.023, -0.908)
H (1.127, -0.543, -1.640)
H (1.488, -2.019, -0.810)
H (1.057, -1.272, 1.206)
H (0.126, 1.392, 0.439)
H (0.907, 0.306, 3.115)
H (-0.474, 1.268, 2.695)
H (-1.234, 2.807, -1.980)
H (-2.332, 1.573, -1.957)
O (-1.485, 1.895, -1.644)

It comes down to A, which is 17.3 kcal/mol more stable than the next structure.

A:
The following is a quantum chemistry calculation of a 2-piece molecular cluster, C3H11N2O overall, from OMol25.

Values from the calculation:
- Kohn-Sham gap: 0.3523 Ha
- HOMO: -14.145 eV
- Charge: +1
- 2S+1: 1

CARTESIAN COORDINATES (ANGSTROEM)
C (-1.013, 0.299, -1.899)
C (0.454, 0.732, -1.676)
N (1.489, -0.243, 1.637)
C (0.511, 0.226, 0.932)
N (0.776, 0.900, -0.227)
H (-1.570, 0.530, -0.991)
H (-1.058, -0.712, -2.286)
H (-1.420, 0.907, -2.709)
H (0.610, 1.717, -2.081)
H (1.178, 0.003, -2.046)
H (2.381, 0.218, 1.472)
H (1.315, -0.877, 2.405)
H (-0.518, 0.323, 1.266)
H (1.396, 1.687, -0.054)
H (-1.532, -1.927, 2.856)
H (-1.723, -2.206, 1.410)
O (-1.274, -1.577, 1.990)

B:
The following is a quantum chemistry calculation of a 2-piece molecular cluster, C3H11N2O overall, from OMol25.

Values from the calculation:
- Kohn-Sham gap: 0.3340 Ha
- HOMO: -12.246 eV
- Charge: +1
- 2S+1: 1

CARTESIAN COORDINATES (ANGSTROEM)
C (-1.163, 1.861, -0.910)
C (-0.360, 0.719, -0.348)
C (0.162, -0.345, -1.013)
N (-0.533, -0.965, -2.005)
N (-0.061, 0.884, 1.129)
H (-0.557, 2.778, -1.048)
H (-1.568, 1.481, -1.848)
H (-1.961, 2.217, -0.245)
H (1.099, -0.884, -0.859)
H (-1.486, -0.737, -2.214)
H (-0.335, -1.908, -2.284)
H (0.764, 0.402, 1.505)
H (-0.162, 1.857, 1.415)
H (-0.837, 0.341, 1.512)
H (1.969, -2.145, 3.165)
H (1.523, -2.475, 1.758)
O (1.686, -1.731, 2.332)

It comes down to B, which is 2.3 kcal/mol more stable than the next structure.

A:
The following is a quantum chemistry calculation of an isolated ion of composition C4H9NP and charge +1, from OMol25.

Values from the calculation:
- Kohn-Sham gap: 0.2686 Ha
- HOMO: -13.805 eV
- Charge: +1
- 2S+1: 1

CARTESIAN COORDINATES (ANGSTROEM)
C (-0.308, -1.216, -0.292)
C (0.499, 1.116, -0.560)
C (-0.808, 0.225, -0.322)
C (1.053, -1.235, 0.209)
N (-1.356, 0.420, 1.006)
P (1.726, 0.357, 0.543)
H (-0.969, -1.896, 0.381)
H (-0.259, -1.746, -1.388)
H (0.851, 1.349, -1.553)
H (0.357, 2.099, -0.116)
H (-1.555, 0.404, -1.131)
H (1.340, -2.134, 0.638)
H (-1.156, 1.347, 1.502)
H (-2.418, 0.372, 1.067)
H (3.003, 0.539, 0.015)

B:
The following is a quantum chemistry calculation of an isolated ion of composition C4H9NP and charge +1, from OMol25.

Values from the calculation:
- Kohn-Sham gap: 0.3779 Ha
- HOMO: -13.725 eV
- Charge: +1
- 2S+1: 1
- Structure (SMILES): C1[NH2+][C@@H]1P1CC1

CARTESIAN COORDINATES (ANGSTROEM)
C (-1.923, -0.323, 0.739)
N (-1.966, -0.301, -0.754)
C (-0.778, 0.207, -0.095)
P (0.845, -0.931, -0.451)
C (1.963, -0.137, 0.808)
C (2.048, 0.556, -0.527)
H (-1.567, -1.309, 1.093)
H (-2.513, 0.480, 1.194)
H (-2.107, -1.166, -1.294)
H (-2.637, 0.267, -1.243)
H (-0.416, 1.248, -0.294)
H (2.811, -0.753, 1.096)
H (1.548, 0.499, 1.644)
H (1.765, 1.620, -0.852)
H (2.928, 0.043, -1.064)

C:
The following is a quantum chemistry calculation of an isolated ion of composition C4H9NP and charge +1, from OMol25.

Values from the calculation:
- Kohn-Sham gap: 0.3602 Ha
- HOMO: -13.443 eV
- Charge: +1
- 2S+1: 1
- Structure (SMILES): [H]/P=C/C[C@H]1C[NH2+]1

CARTESIAN COORDINATES (ANGSTROEM)
H (-3.215, 1.662, 0.018)
P (-1.844, 1.469, -0.151)
C (-1.709, 0.061, 0.746)
C (-0.364, -0.594, 1.017)
C (0.848, -0.572, 0.079)
C (0.894, -0.313, -1.370)
N (1.601, 0.610, -0.480)
H (-2.534, -0.423, 1.243)
H (-0.550, -1.667, 1.144)
H (-0.021, -0.243, 1.998)
H (1.572, -1.305, 0.434)
H (1.503, -0.937, -2.012)
H (0.019, 0.102, -1.856)
H (2.618, 0.615, -0.445)
H (1.181, 1.536, -0.364)

It comes down to C, which is 13.6 kcal/mol more stable than the next structure.